Model 1:
{"formula": "C3H10S", "method": "wB97M-V/def2-TZVPD", "smiles": "CSC.C", "lumo_energy_ha": 0.0344, "homo_energy_ev": -8.44, "charge": 0, "symbols": ["C", "H", "H", "H", "H", "C", "S", "C", "H", "H", "H", "H", "H", "H"], "coordinates": [[-0.5043, -4.7752, 0.5186], [0.3943, -5.1641, 0.9668], [-1.3977, -4.8327, 1.1474], [-0.3820, -3.6982, 0.3478], [-0.7745, -5.2992, -0.4010], [1.1969, 2.3477, -1.3085], [-0.2893, 3.3406, -1.0754], [-0.6102, 2.9958, 0.6853], [0.8922, 1.4055, -1.7638], [1.9516, 2.8845, -1.8725], [1.4862, 2.0265, -0.3118], [-1.1762, 2.0827, 0.7725], [-1.1464, 3.8068, 1.1525], [0.3594, 2.8792, 1.1421]]}



Model 2:
{"formula": "C3H10S", "method": "wB97M-V/def2-TZVPD", "smiles": "CCC.S", "lumo_energy_ha": 0.0351, "homo_energy_ev": -9.77, "charge": 0, "symbols": ["S", "H", "H", "C", "C", "C", "H", "H", "H", "H", "H", "H", "H", "H"], "coordinates": [[-2.2413, 2.2150, 0.6948], [-1.9600, 0.9660, 0.3494], [-2.4923, 2.5775, -0.5693], [1.6692, 0.1855, 0.0724], [0.4656, -0.4468, -0.6588], [-0.3935, -1.2591, 0.2924], [1.5249, 0.2318, 1.1595], [2.5804, -0.3607, -0.1510], [1.8415, 1.2228, -0.2068], [-0.1250, 0.3036, -1.1777], [0.9113, -1.0445, -1.4574], [-1.2774, -1.7450, -0.1513], [-0.6491, -0.6858, 1.1772], [0.1456, -2.1604, 0.6266]]}



The least stable of them is model 1.



Model 1:
{"formula": "C5H8O2", "method": "wB97M-V/def2-TZVPD", "multiplicity": 3, "lumo_energy_ha": [0.0283, -0.0861], "homo_energy_ev": [-5.69, -9.74], "charge": 0, "symbols": ["C", "C", "C", "C", "C", "O", "O", "H", "H", "H", "H", "H", "H", "H", "H"], "coordinates": [[1.1284, -1.2609, -1.1932], [0.5815, -0.4114, -0.5430], [1.5499, -2.3626, -2.0193], [-1.6384, 1.4042, 0.4575], [-0.5333, 1.0531, 1.4032], [-0.9314, 0.2196, 2.3924], [0.4603, 1.9557, 1.6262], [0.6628, -2.8565, -2.4016], [1.9428, -1.8681, -2.9651], [2.0978, -3.1337, -1.5798], [-2.4870, 0.8234, 0.8795], [-1.7262, 2.5205, 0.5420], [-1.3487, 1.0358, -0.5612], [-0.2176, 0.1987, 3.1123], [0.4591, 2.6823, 0.8502]]}



Model 2:
{"formula": "C5H8O2", "method": "wB97M-V/def2-TZVPD", "multiplicity": 3, "lumo_energy_ha": [0.0352, -0.0173], "homo_energy_ev": [-6.20, -10.34], "charge": 0, "symbols": ["C", "C", "C", "C", "C", "O", "O", "H", "H", "H", "H", "H", "H", "H", "H"], "coordinates": [[0.9088, 2.3634, -0.0246], [-0.1423, 1.7436, -0.5477], [1.2827, -1.5334, 0.3821], [-0.2784, 0.2937, -0.2324], [-1.5870, -0.4139, -0.5777], [0.8073, -0.3333, 0.1849], [-1.6513, -1.5804, 0.3414], [1.2923, 3.3750, -0.1534], [1.4607, 1.8531, 0.7771], [-0.8072, 2.1463, -1.2543], [2.3416, -1.4568, 0.6009], [0.7458, -2.4275, -0.0227], [-1.6990, -0.8159, -1.5803], [-2.4505, 0.2715, -0.5476], [-1.4078, -1.1175, 1.1986]]}



The least stable of them is model 1.



Model 1:
{"formula": "C24H20F6IO3P2STi", "method": "wB97M-V/def2-TZVPD", "multiplicity": 2, "lumo_energy_ha": [-0.0373, -0.0256], "homo_energy_ev": [-6.42, -6.44], "charge": 0, "symbols": ["Ti", "C", "C", "C", "C", "C", "C", "H", "H", "H", "H", "H", "H", "O", "S", "O", "O", "C", "C", "C", "C", "C", "C", "P", "C", "C", "C", "C", "C", "C", "C", "C", "C", "C", "C", "C", "H", "H", "H", "H", "H", "H", "H", "H", "H", "H", "H", "H", "H", "H", "I", "F", "P", "F", "F", "F", "F", "F"], "coordinates": [[-0.8595, 1.0090, 2.5180], [-2.3296, 3.8513, 0.2636], [-1.7485, 2.9209, -0.6040], [-1.8567, 1.5750, -0.3416], [-2.4769, 1.1077, 0.8365], [-3.0442, 2.0610, 1.7264], [-2.9811, 3.4173, 1.4041], [-2.2972, 4.9038, 0.0268], [-1.2576, 3.2528, -1.5078], [-1.4816, 0.8494, -1.0568], [-2.8110, 0.0693, 0.8611], [-3.7114, 1.7386, 2.5264], [-3.4783, 4.1385, 2.0377], [0.7984, -0.1123, 3.2353], [1.3891, -0.0501, 1.8995], [2.2790, 1.0302, 1.6271], [0.1085, 0.0594, 1.0388], [2.1184, -1.5610, 1.3593], [2.9371, -2.3577, 2.1301], [3.5340, -3.4770, 1.5713], [3.3117, -3.7878, 0.2169], [2.4838, -3.0125, -0.5532], [1.8776, -1.8652, -0.0039], [0.6177, -0.9873, -0.9090], [-0.8156, -2.0486, -1.1075], [-1.2774, -2.5078, -2.3447], [-2.3867, -3.3315, -2.3874], [-3.0393, -3.7113, -1.2233], [-2.5625, -3.2808, 0.0095], [-1.4557, -2.4629, 0.0681], [1.2496, -0.1327, -2.3366], [0.3987, 0.3509, -3.3390], [0.9028, 1.1672, -4.3301], [2.2415, 1.5375, -4.3207], [3.0840, 1.0811, -3.3146], [2.5964, 0.2554, -2.3240], [3.1039, -2.0957, 3.1630], [4.1737, -4.1075, 2.1661], [3.7893, -4.6541, -0.2140], [2.2912, -3.2595, -1.5881], [-0.7640, -2.2270, -3.2525], [-2.7563, -3.6768, -3.3401], [-3.9166, -4.3371, -1.2693], [-3.0601, -3.5731, 0.9205], [-1.0802, -2.1119, 1.0214], [-0.6502, 0.0933, -3.3311], [0.2505, 1.5320, -5.1103], [2.6236, 2.1932, -5.0878], [4.1233, 1.3772, -3.3029], [3.2359, -0.0841, -1.5214], [-2.3308, -0.7945, 3.8234], [-0.0005, 2.7146, 1.8870], [0.1946, 3.5094, 3.3961], [0.2586, 4.1486, 4.8343], [1.3720, 4.3516, 2.7842], [-0.9384, 4.5249, 2.9159], [-1.1229, 2.4863, 3.9207], [1.1477, 2.2981, 3.8349]]}



Model 2:
{"formula": "C24H20F6IO3P2STi", "method": "wB97M-V/def2-TZVPD", "multiplicity": 2, "lumo_energy_ha": [-0.0191, -0.1016], "homo_energy_ev": [-9.02, -9.02], "charge": 0, "symbols": ["Ti", "C", "C", "C", "C", "C", "C", "H", "H", "H", "H", "H", "H", "O", "S", "O", "O", "C", "C", "C", "C", "C", "C", "P", "C", "C", "C", "C", "C", "C", "C", "C", "C", "C", "C", "C", "H", "H", "H", "H", "H", "H", "H", "H", "H", "H", "H", "H", "H", "H", "I", "F", "P", "F", "F", "F", "F", "F"], "coordinates": [[1.2531, -1.0546, 0.7012], [2.1640, -3.8320, 4.3001], [1.3979, -2.7386, 4.6795], [0.1399, -2.5466, 4.1248], [-0.3507, -3.4505, 3.1913], [0.4186, -4.5409, 2.8066], [1.6763, -4.7313, 3.3624], [3.1480, -3.9772, 4.7275], [1.7835, -2.0322, 5.4038], [-0.4553, -1.6887, 4.4113], [-1.3279, -3.2981, 2.7532], [0.0371, -5.2352, 2.0683], [2.2804, -5.5764, 3.0580], [-0.9046, -1.4702, 0.7956], [-0.9070, -2.3672, -0.3951], [-1.5398, -3.6330, -0.2549], [0.5623, -2.4138, -0.7222], [-1.6787, -1.4943, -1.7147], [-2.5821, -2.1920, -2.5038], [-3.1873, -1.5470, -3.5691], [-2.8838, -0.2193, -3.8334], [-1.9811, 0.4659, -3.0350], [-1.3618, -0.1576, -1.9550], [-0.1800, 0.7544, -0.8870], [0.6372, 1.8239, -2.1097], [1.6436, 1.2344, -2.8763], [2.2907, 1.9669, -3.8572], [1.9525, 3.2985, -4.0657], [0.9685, 3.8938, -3.2917], [0.3081, 3.1590, -2.3154], [-1.2555, 1.8504, 0.0840], [-0.6184, 2.6985, 0.9916], [-1.3617, 3.5395, 1.8021], [-2.7488, 3.5258, 1.7296], [-3.3873, 2.6690, 0.8471], [-2.6446, 1.8331, 0.0234], [-2.7994, -3.2257, -2.2751], [-3.8915, -2.0814, -4.1922], [-3.3532, 0.2882, -4.6660], [-1.7468, 1.5004, -3.2530], [1.9256, 0.2034, -2.6970], [3.0664, 1.5025, -4.4517], [2.4621, 3.8728, -4.8284], [0.7110, 4.9338, -3.4446], [-0.4624, 3.6282, -1.7164], [0.4627, 2.6929, 1.0690], [-0.8585, 4.1957, 2.5000], [-3.3305, 4.1767, 2.3692], [-4.4682, 2.6460, 0.7978], [-3.1554, 1.1680, -0.6604], [3.5115, -3.8755, -1.4007], [2.3389, -2.1102, 1.5794], [3.7849, 1.4636, 2.2304], [3.0911, 2.0211, 3.5330], [2.9273, 2.2824, 1.1817], [0.9442, 0.1504, 1.9516], [5.0333, 2.4328, 2.2477], [2.5015, -0.3826, -0.3493]]}



The least stable of them is model 1.



Model 1:
{"formula": "CH2Cl3OP", "method": "wB97M-V/def2-TZVPD", "smiles": "ClC(Cl)Cl.O=P", "lumo_energy_ha": -0.0377, "homo_energy_ev": -9.69, "charge": 0, "symbols": ["C", "O", "P", "Cl", "Cl", "Cl", "H", "H"], "coordinates": [[1.1363, 0.8781, -1.2291], [-2.7047, -0.4722, 2.3676], [-2.2595, -1.4965, 1.4343], [0.1612, -0.0236, -0.0267], [2.4154, 1.7786, -0.4237], [1.7960, -0.2397, -2.4193], [0.4688, 1.5746, -1.7389], [-1.0135, -1.9993, 2.0359]]}



Model 2:
{"formula": "CH2Cl3OP", "method": "wB97M-V/def2-TZVPD", "lumo_energy_ha": 0.0151, "homo_energy_ev": -11.03, "charge": 0, "symbols": ["C", "O", "P", "Cl", "Cl", "Cl", "H", "H"], "coordinates": [[0.8704, 0.2239, -0.3274], [-0.8326, -1.4908, 1.1455], [-0.8250, -0.3802, 0.1909], [1.5196, 0.3492, 1.4063], [-1.5857, 1.3294, 0.8257], [-1.8015, -0.8056, -1.4763], [1.0433, 1.1511, -0.8552], [1.6115, -0.3770, -0.9095]]}



The least stable of them is model 1.



Model 1:
{"formula": "C9H9NO", "method": "wB97M-V/def2-TZVPD", "smiles": "Nc1ccc2c(c1)CCC2=O", "lumo_energy_ha": 0.0199, "homo_energy_ev": -8.71, "charge": 0, "symbols": ["C", "C", "C", "C", "C", "C", "C", "C", "C", "H", "H", "H", "H", "H", "H", "H", "H", "H", "N", "O"], "coordinates": [[-1.9982, -0.1577, -0.0282], [-1.5045, -1.3995, 0.2017], [-0.1756, -1.7452, -0.0025], [0.6798, -0.6635, -0.0803], [2.1611, -0.7553, -0.0650], [2.6943, 0.6862, 0.0526], [1.3636, 1.5225, 0.0206], [0.2435, 0.5314, -0.0348], [-1.0494, 0.8337, -0.1459], [-4.0185, 0.8657, -0.2289], [-3.8727, -0.8708, -0.4414], [-2.1239, -2.2221, 0.2153], [0.2334, -2.7306, 0.1485], [3.0552, 0.7696, 1.1548], [3.7124, 0.9565, -0.5549], [1.3761, 2.3153, -0.8561], [1.3306, 2.1075, 0.9459], [-1.4176, 1.8956, -0.1276], [-3.4576, -0.0904, -0.0098], [2.7679, -1.8491, -0.1640]]}



Model 2:
{"formula": "C9H9NO", "method": "wB97M-V/def2-TZVPD", "smiles": "N#C/C1=C\\C=C/C(=O)CCC1", "lumo_energy_ha": 0.0023, "homo_energy_ev": -9.48, "charge": 0, "symbols": ["C", "C", "C", "C", "C", "C", "C", "C", "C", "N", "O", "H", "H", "H", "H", "H", "H", "H", "H", "H"], "coordinates": [[-1.9682, 1.4176, -0.2333], [-1.5722, -0.3713, 1.8154], [-0.5337, 0.5797, 1.4736], [-1.1492, -1.1941, -0.5286], [0.3241, -1.0833, -0.5804], [0.7883, 0.2170, -1.3864], [0.4552, 1.5282, -0.6553], [-1.8601, -1.2803, 0.8793], [-0.6713, 1.1649, 0.2993], [-2.9503, 1.6655, -0.7594], [-1.9220, -1.1994, -1.4242], [-2.1810, -0.3711, 2.7898], [0.3496, 0.7456, 2.0589], [0.8150, -1.0852, 0.4191], [0.5310, -2.0267, -1.1450], [1.8003, 0.0151, -1.6883], [0.2755, 0.2603, -2.3630], [1.3624, 1.8100, -0.1335], [0.1511, 2.3819, -1.4534], [-2.4752, -2.0520, 1.3710]]}



The least stable of them is model 2.



Model 1:
{"formula": "C9H9NO", "method": "wB97M-V/def2-TZVPD", "smiles": "O=C1CCCc2cnccc21", "lumo_energy_ha": -0.0201, "homo_energy_ev": -9.62, "charge": 0, "symbols": ["C", "C", "C", "C", "C", "C", "C", "C", "C", "H", "H", "H", "H", "H", "H", "H", "H", "H", "N", "O"], "coordinates": [[1.3128, 1.3315, -0.1453], [2.3261, 0.2329, -0.2539], [1.5820, -0.9866, 0.4174], [0.2705, -1.5941, -0.2225], [-0.7348, -0.5051, -0.0501], [-2.0100, -0.7773, 0.0130], [-2.6270, 1.3508, 0.0588], [-1.3048, 1.8776, -0.1398], [-0.2692, 0.9081, -0.1329], [2.4357, -0.1813, -1.3455], [3.3129, 0.3258, 0.3974], [2.0189, -2.0657, 0.3854], [1.4929, -0.8422, 1.5925], [-0.0460, -2.4452, 0.6088], [0.3997, -2.1020, -1.2151], [-2.0863, -1.9791, -0.2693], [-3.4958, 2.0247, 0.0176], [-1.0213, 2.7940, -0.0166], [-3.1273, 0.0873, 0.1238], [1.5709, 2.5459, 0.1760]]}



Model 2:
{"formula": "C9H9NO", "method": "wB97M-V/def2-TZVPD", "smiles": "C/C=c1/ccc2cc(O)cn12", "lumo_energy_ha": [-0.0137, 0.0008], "homo_energy_ev": [-7.75, -7.15], "charge": 0, "symbols": ["C", "C", "C", "C", "C", "C", "C", "C", "C", "N", "O", "H", "H", "H", "H", "H", "H", "H", "H", "H"], "coordinates": [[-2.4776, 0.5592, -0.0101], [-0.8145, -1.0615, -0.0164], [-2.1452, -0.8891, -0.0203], [-1.2511, 1.1266, -0.0168], [-0.6338, 2.4022, 0.1216], [0.7054, 2.2717, 0.0238], [0.9691, 0.8218, -0.0477], [2.4390, 0.0572, -0.1082], [2.3506, -1.4218, 0.1154], [-0.2259, 0.1881, -0.0619], [-3.1479, -1.8421, -0.0173], [-3.4985, 0.8913, -0.0764], [-0.1263, -1.8768, -0.0599], [-1.1713, 3.2885, -0.0396], [1.5754, 2.9607, 0.1598], [3.2720, 0.6324, -0.3964], [1.5360, -1.8898, -0.3714], [2.1898, -1.5595, 1.1626], [3.2215, -1.9785, -0.2085], [-2.7666, -2.6808, -0.1323]]}



The least stable of them is model 1.